No. 1
{"formula": "FeH34O21S", "method": "the ωB97M-V functional and the def2-TZVPD basis", "symbols": ["Fe", "S", "O", "O", "O", "O", "O", "H", "H", "O", "H", "H", "O", "H", "H", "O", "H", "H", "O", "H", "H", "O", "H", "H", "O", "H", "H", "O", "H", "H", "O", "H", "H", "O", "H", "H", "O", "H", "H", "O", "H", "H", "O", "H", "H", "O", "H", "H", "O", "H", "H", "O", "H", "H", "O", "H", "H"], "xyz": [[-2.644, 0.894, 0.553], [0.463, -0.205, -0.064], [1.121, -0.683, 1.138], [0.383, -1.311, -0.968], [-0.925, 0.198, 0.216], [1.159, 0.840, -0.807], [2.667, -2.623, 1.661], [2.050, -1.883, 1.427], [2.859, -3.088, 0.797], [0.707, -3.709, -0.642], [0.631, -2.739, -0.868], [0.529, -3.642, 0.277], [-0.106, -1.056, 3.252], [-0.541, -1.877, 3.111], [0.564, -0.981, 2.561], [-2.529, 2.491, -0.848], [-1.603, 2.569, -1.136], [-2.998, 3.280, -1.223], [1.306, -2.153, -3.131], [0.915, -1.869, -2.306], [2.240, -1.901, -3.060], [-2.239, -2.892, 0.583], [-1.544, -3.102, -0.060], [-3.125, -2.894, 0.203], [0.375, 1.409, 4.384], [-0.561, 1.465, 4.593], [0.370, 0.820, 3.610], [0.476, 2.673, 1.394], [1.027, 2.751, 0.622], [0.718, 3.452, 1.970], [-1.812, -1.996, -2.323], [-1.936, -2.935, -2.189], [-0.981, -1.855, -1.844], [2.418, 0.652, -2.992], [2.154, 0.723, -2.062], [3.383, 0.666, -2.985], [3.049, 2.200, -0.071], [3.421, 2.694, -0.816], [2.328, 1.612, -0.398], [-3.424, -0.189, -0.998], [-3.940, 0.081, -1.802], [-3.144, -1.109, -1.221], [2.801, 0.354, 2.757], [2.071, -0.067, 2.250], [3.619, -0.094, 2.505], [-3.058, -0.642, 1.745], [-3.187, -0.215, 2.676], [-2.514, -1.429, 1.731], [-1.875, 2.101, 1.882], [-2.197, 2.745, 2.498], [-0.961, 2.446, 1.713], [-0.037, 2.716, -1.843], [0.634, 3.440, -1.833], [0.526, 1.952, -1.554], [-0.049, 0.391, -4.000], [0.779, 0.292, -3.570], [0.189, 1.235, -4.494]], "forces_ev_per_a": [[2.12, -0.62, -2.04], [3.02, -2.12, -0.80], [-1.22, 1.94, -1.56], [-1.40, 0.29, -0.18], [-3.09, 1.82, 0.89], [-1.11, -0.32, 1.73], [-0.17, -0.32, -1.44], [1.39, -1.63, 0.06], [-0.37, 0.74, 1.39], [-0.59, 0.64, -1.13], [0.64, -2.10, 0.25], [0.13, -0.55, 1.74], [-0.55, 0.96, 0.61], [-0.23, -1.28, 0.00], [-0.42, -0.43, 0.39], [-1.58, 0.32, 0.36], [1.46, 0.27, -0.75], [0.37, -1.07, 0.60], [0.70, -0.40, -0.74], [0.56, 0.17, -0.81], [-0.44, -0.13, -0.13], [-0.10, 0.69, 0.90], [-0.27, -0.23, -0.15], [0.40, -0.54, -0.37], [-0.39, 0.45, -0.69], [0.02, -0.10, 0.37], [0.32, 0.12, 0.70], [-0.54, 1.61, 1.86], [0.79, 0.03, -0.71], [0.14, -1.36, -0.66], [-0.87, 0.04, 0.74], [-0.14, -0.68, -0.58], [0.04, 0.53, -0.38], [0.90, 0.34, 0.20], [0.41, -0.35, -0.66], [-0.11, -0.05, -0.20], [-0.04, 0.69, -0.10], [-0.10, -0.28, 0.21], [1.43, 0.72, 0.39], [-1.30, 0.31, -0.63], [0.73, 0.09, 0.94], [0.94, 0.05, -0.24], [-0.48, 0.00, -0.03], [1.88, 0.85, 0.72], [-0.32, -0.08, 0.02], [-1.99, 3.40, 2.44], [0.64, -1.92, -1.87], [1.01, -1.33, -0.08], [-1.42, -0.40, 0.47], [-0.99, 0.50, 0.74], [1.92, -0.31, -1.00], [0.82, 1.13, 0.33], [-1.08, -0.39, -0.20], [-0.95, 0.38, -0.57], [-1.00, 2.36, -1.56], [1.37, -0.97, 0.57], [-0.92, -1.49, 0.66]], "gap_ev": [7.45, 4.08], "relative_energy_ev": 2.2354, "e_lumo_ev": [-4.953, -8.322], "spin_multiplicity": 6, "s2": 8.757, "total_charge": 1}

=====

No. 2
{"formula": "C10H10NO3", "method": "the ωB97M-V functional and the def2-TZVPD basis", "symbols": ["C", "C", "C", "C", "C", "C", "C", "C", "C", "C", "N", "O", "O", "O", "H", "H", "H", "H", "H", "H", "H", "H", "H", "H"], "xyz": [[0.730, 0.633, -2.820], [0.275, 3.560, 0.158], [0.248, 0.960, -1.777], [-0.252, 2.559, -0.212], [-1.995, -1.671, 0.429], [1.384, -1.330, 1.198], [1.027, 0.166, 1.024], [0.589, -1.960, 0.099], [-0.312, 0.204, 0.407], [-0.663, 1.223, -0.697], [-0.614, -1.201, -0.020], [-2.803, -0.795, 0.363], [-2.055, -2.836, 0.782], [-1.939, 1.278, -1.240], [1.340, 0.431, -3.669], [0.426, 4.637, 0.500], [2.448, -1.618, 1.129], [1.096, -1.748, 2.100], [0.976, 0.713, 1.926], [1.850, 0.579, 0.406], [1.183, -1.778, -0.853], [0.448, -2.971, 0.266], [-0.884, 0.399, 1.282], [-2.501, 0.564, -0.783]], "forces_ev_per_a": [[1.07, 0.08, -0.42], [0.13, 3.83, 1.22], [0.10, -0.69, -1.48], [-0.28, -0.87, -0.04], [4.49, -1.63, -0.43], [0.88, 0.62, -0.88], [3.17, -0.41, -1.01], [1.07, 1.83, -1.81], [-2.21, -2.12, -0.36], [1.18, 0.81, 0.67], [-1.39, 1.21, 0.26], [-3.33, 3.18, -0.30], [-0.21, -1.40, 0.33], [-1.44, -1.11, 1.07], [-0.20, -0.08, -0.01], [0.03, -2.40, -0.71], [-0.11, 0.66, -0.19], [-1.01, -0.49, 2.10], [0.42, 0.57, 1.06], [-0.53, 0.18, 0.11], [-0.48, -0.64, 0.66], [-0.66, -2.03, 0.05], [-1.55, 0.45, 0.27], [0.87, 0.47, -0.18]], "gap_ev": 7.84, "relative_energy_ev": 3.7151, "e_lumo_ev": 3.497, "total_charge": -1}

=====

No. 3
{"formula": "C4H8O2", "method": "the ωB97M-V functional and the def2-TZVPD basis", "symbols": ["O", "C", "C", "O", "C", "C", "H", "H", "H", "H", "H", "H", "H", "H"], "xyz": [[2.068, -0.976, 0.109], [1.316, 0.072, -0.476], [-0.074, 0.288, 0.056], [0.082, 1.473, 0.938], [-1.151, -0.644, 0.490], [-1.379, 0.304, -0.666], [1.766, -1.834, -0.220], [1.442, 0.119, -1.575], [1.535, 1.057, 0.048], [0.493, 1.187, 1.775], [-1.598, -0.371, 1.440], [-1.091, -1.714, 0.301], [-1.474, -0.118, -1.667], [-1.972, 1.193, -0.484]], "forces_ev_per_a": [[-0.10, -0.11, 0.02], [0.09, 1.03, 0.37], [-0.25, 0.85, 0.86], [-1.35, -0.75, 0.20], [-0.07, -0.12, 0.17], [-0.07, 0.16, -0.03], [-0.01, 0.34, 0.01], [-0.24, -0.07, 0.49], [2.04, -1.28, -1.68], [-0.30, -0.09, -0.46], [-0.05, -0.15, -0.13], [0.12, 0.23, -0.06], [0.27, 0.12, 0.26], [-0.08, -0.17, -0.01]], "gap_ev": 11.04, "relative_energy_ev": 2.8852, "e_lumo_ev": 0.811}

=====

No. 4
{"formula": "C4H7NO2", "method": "the ωB97M-V functional and the def2-TZVPD basis", "symbols": ["O", "C", "C", "N", "C", "C", "O", "H", "H", "H", "H", "H", "H", "H"], "xyz": [[-1.358, -2.359, -0.285], [-0.886, -1.167, 0.251], [0.572, -1.042, 0.538], [0.923, 0.147, 0.118], [-0.039, 0.889, -0.547], [-1.172, 0.049, -0.666], [-2.208, 0.092, -1.325], [-2.033, -2.066, -0.926], [-1.390, -0.917, 1.210], [1.236, -1.676, 1.108], [1.841, 2.721, 0.827], [1.851, 0.523, 0.278], [2.434, 3.006, 0.479], [0.230, 1.800, -1.059]], "forces_ev_per_a": [[-0.12, 0.03, -0.09], [0.12, 0.11, 0.03], [0.05, 0.20, -0.02], [0.04, -0.20, 0.09], [-0.10, -0.02, -0.10], [-0.15, 0.06, -0.02], [0.30, 0.03, 0.16], [0.04, -0.13, 0.06], [0.05, 0.00, -0.09], [-0.08, 0.08, -0.09], [0.03, 0.08, -0.01], [-0.13, -0.06, 0.00], [-0.01, -0.04, 0.03], [-0.03, -0.15, 0.06]], "gap_ev": [7.97, 7.97], "relative_energy_ev": 3.5145, "e_lumo_ev": [0.100, 0.099]}

=====

No. 5
{"formula": "C26H72N7O11", "method": "the ωB97M-V functional and the def2-TZVPD basis", "symbols": ["N", "O", "O", "O", "C", "C", "O", "O", "H", "H", "H", "H", "H", "H", "C", "C", "C", "O", "C", "N", "H", "H", "H", "H", "H", "H", "H", "H", "H", "H", "H", "C", "C", "C", "O", "C", "N", "H", "H", "H", "H", "H", "H", "H", "H", "H", "H", "H", "C", "C", "C", "O", "C", "N", "H", "H", "H", "H", "H", "H", "H", "H", "H", "H", "H", "C", "C", "C", "O", "C", "N", "H", "H", "H", "H", "H", "H", "H", "H", "H", "H", "H", "C", "C", "C", "O", "C", "N", "H", "H", "H", "H", "H", "H", "H", "H", "H", "H", "H", "C", "C", "C", "O", "C", "N", "H", "H", "H", "H", "H", "H", "H", "H", "H", "H", "H"], "xyz": [[0.251, -0.238, -0.880], [0.334, 0.521, -1.805], [0.978, -1.185, -0.734], [-0.473, 0.109, 0.038], [1.994, -1.979, -5.301], [2.238, -0.657, -4.479], [1.150, 0.216, -4.453], [2.366, -1.770, -6.627], [0.974, -2.324, -5.129], [2.584, -2.827, -4.955], [3.179, -0.166, -4.727], [2.348, -0.814, -3.406], [0.959, 0.183, -3.513], [1.653, -1.843, -7.266], [-3.467, -4.665, -1.168], [-2.822, -4.115, -2.377], [-3.180, -2.664, -2.593], [-2.562, -2.078, -3.757], [-2.548, -0.638, -3.701], [-1.396, -4.184, -2.209], [-3.234, -5.727, -1.086], [-4.540, -4.555, -1.011], [-3.081, -4.199, -0.261], [-3.320, -4.622, -3.203], [-2.913, -2.022, -1.754], [-4.261, -2.532, -2.655], [-2.120, -0.234, -2.783], [-3.397, 0.036, -3.817], [-1.879, -0.340, -4.509], [-1.002, -3.578, -2.914], [-1.115, -3.690, -1.374], [-4.862, 0.064, 2.694], [-4.008, -0.389, 1.517], [-4.412, 0.184, 0.230], [-5.487, -0.576, -0.143], [-6.202, -0.064, -1.236], [-2.670, 0.143, 1.842], [-4.657, 1.119, 2.871], [-4.686, -0.502, 3.608], [-5.934, -0.013, 2.508], [-3.877, -1.470, 1.463], [-3.634, 0.106, -0.529], [-4.655, 1.241, 0.340], [-6.653, 0.851, -0.854], [-7.042, -0.741, -1.397], [-5.563, 0.211, -2.075], [-2.113, -0.605, 2.230], [-2.036, 0.249, 1.062], [0.589, 3.473, 2.945], [-0.315, 2.200, 3.246], [-0.330, 1.560, 4.701], [0.912, 1.017, 5.149], [1.468, -0.146, 4.442], [-1.683, 2.653, 3.002], [1.674, 3.416, 3.028], [0.413, 4.410, 3.473], [0.525, 3.826, 1.915], [-0.072, 1.361, 2.595], [-1.092, 0.780, 4.712], [-0.749, 2.288, 5.396], [1.788, 0.026, 3.414], [0.656, -0.873, 4.407], [2.373, -0.482, 4.948], [-1.556, 3.112, 2.111], [-2.156, 1.779, 2.824], [0.934, 4.119, -2.660], [0.275, 4.246, -1.254], [-0.187, 5.638, -0.930], [0.949, 6.467, -0.718], [0.819, 7.841, -0.729], [-0.709, 3.218, -1.194], [0.237, 4.710, -3.254], [1.065, 3.105, -3.038], [1.943, 4.531, -2.628], [1.101, 4.180, -0.546], [-0.865, 5.535, -0.082], [-0.781, 6.175, -1.670], [-0.086, 8.180, -0.225], [0.778, 8.301, -1.717], [1.612, 8.201, -0.074], [-0.805, 3.221, -0.188], [-0.221, 2.384, -1.487], [3.131, -3.611, 1.169], [1.705, -3.639, 1.722], [1.443, -4.904, 2.582], [1.313, -6.057, 1.666], [-0.123, -6.079, 1.250], [1.487, -2.396, 2.385], [4.033, -3.556, 1.778], [3.232, -2.808, 0.439], [3.228, -4.464, 0.498], [1.103, -3.664, 0.813], [0.560, -4.658, 3.172], [2.221, -5.014, 3.338], [-0.923, -6.071, 1.991], [-0.393, -6.929, 0.623], [-0.335, -5.220, 0.614], [1.177, -1.838, 1.602], [2.422, -2.076, 2.593], [4.931, 2.247, -0.081], [4.214, 0.869, -0.090], [3.230, 0.758, 1.132], [3.791, 0.963, 2.380], [4.780, -0.031, 2.706], [3.380, 0.680, -1.278], [5.573, 2.313, -0.960], [5.486, 2.529, 0.813], [4.230, 3.059, -0.275], [4.939, 0.056, -0.128], [2.865, -0.268, 1.076], [2.542, 1.598, 1.230], [5.004, -0.887, 2.068], [4.752, -0.497, 3.691], [5.756, 0.449, 2.633], [2.662, -0.023, -1.185], [2.870, 1.490, -1.602]], "forces_ev_per_a": [[-0.21, 1.29, 2.67], [0.63, 1.49, -4.23], [1.75, -3.11, -0.46], [-1.94, -0.02, 1.98], [0.26, 0.86, 1.56], [0.41, -1.52, 0.93], [-0.55, 0.54, -0.97], [0.20, 0.12, -1.48], [-0.37, 0.38, -0.37], [0.45, 0.22, 0.45], [-0.02, 0.01, -0.78], [0.76, -1.32, 0.03], [-1.04, 0.72, 0.25], [-0.19, 0.03, 0.38], [-0.52, -0.57, 2.01], [-0.76, 1.82, -0.15], [-0.96, 1.55, -0.20], [-0.91, 0.49, 0.64], [1.59, 0.23, -0.36], [1.00, -0.77, -1.00], [0.01, -0.07, 0.00], [-0.19, 0.09, -0.77], [0.41, 0.12, 0.11], [1.09, -0.54, -0.61], [0.40, -0.22, 0.54], [-0.41, -0.13, -0.28], [0.44, -0.50, 0.34], [-1.26, -1.09, -0.29], [0.15, -0.05, 0.07], [0.34, -0.16, -0.52], [-0.30, -0.08, 0.57], [-0.96, -0.12, -0.18], [2.28, 0.39, 1.92], [0.15, 0.18, -0.53], [-1.38, -1.23, -0.93], [-0.54, 0.65, 1.31], [1.12, -0.48, 0.31], [0.13, -0.04, 0.11], [0.33, 0.03, -0.04], [-0.14, -0.18, -0.23], [-0.76, -0.17, -0.28], [0.43, 0.05, -0.07], [-0.17, 0.37, 0.04], [-0.25, 0.54, -0.39], [0.37, -0.13, -0.67], [-0.09, -0.47, -0.35], [-0.16, -0.33, 1.01], [-0.53, 0.55, -1.03], [0.79, -0.35, 0.11], [0.75, 1.02, 1.53], [0.74, 0.16, -1.40], [0.83, 0.08, -0.23], [-1.56, 1.11, 0.19], [0.71, 0.00, 0.21], [0.16, -0.95, 0.38], [-0.85, -0.36, 0.69], [-0.60, -0.50, -0.49], [0.46, 0.14, -0.46], [-0.17, -0.42, -0.43], [0.74, 0.24, 0.29], [-0.27, 0.59, -0.02], [0.38, -0.48, 0.09], [-0.38, 0.02, 0.49], [-0.85, 0.18, -0.35], [-0.90, -0.02, -0.41], [-0.10, 1.06, 0.82], [2.53, 0.38, -2.30], [-0.71, 1.09, -0.63], [0.52, -1.53, 0.34], [-0.73, 0.41, 0.99], [-0.38, 1.01, 1.15], [0.47, -0.19, -0.85], [-0.49, -0.10, 0.18], [-0.14, 0.47, -0.28], [0.23, -0.71, 0.57], [0.16, 0.37, 0.75], [-0.34, -0.50, -0.66], [-0.45, -0.09, 0.14], [0.44, -0.08, -0.26], [0.31, 0.36, -0.55], [-1.01, -1.32, 0.36], [-0.43, -0.61, 0.33], [0.10, -0.89, -2.02], [1.89, -1.34, -0.26], [-0.15, 0.84, -1.38], [-2.73, 0.81, 1.46], [0.81, 0.19, -0.87], [-0.65, 0.38, 0.43], [-0.43, -0.14, 0.78], [-0.21, 0.50, 0.14], [0.36, -0.48, 0.20], [-0.40, -0.30, 0.20], [-0.50, -0.57, -0.18], [0.40, -0.58, -0.39], [0.69, 0.05, 0.96], [0.89, -0.32, 0.02], [0.20, 0.20, -0.01], [-0.25, 1.02, 0.22], [-0.09, 0.59, 0.44], [-0.37, -0.32, -1.07], [-1.46, 1.34, 0.64], [1.17, 0.20, -0.62], [2.10, -2.00, 1.92], [1.51, 0.67, 0.13], [0.42, 0.33, -0.83], [0.41, -0.18, 0.09], [-0.04, -0.49, 0.07], [-0.47, -0.06, 0.27], [0.12, 0.00, 0.49], [-0.97, 0.13, -0.09], [-0.89, -0.41, -1.51], [-1.25, -0.04, -0.88], [-0.79, 0.58, 0.36], [0.22, 0.37, 0.36], [0.20, -0.45, 0.33], [0.23, 0.45, 0.26]], "gap_ev": 8.91, "e_lumo_ev": 2.561, "total_charge": -1}